Molecular formula: C5H17N2O3
Method: DFT, wB97M-V/def2-TZVPD

```
27
Properties=species:S:1:pos:R:3:forces:R:3
C -2.414 1.701 0.071 0.16 0.12 -0.57
C -1.115 0.862 -0.007 0.84 -0.85 -0.19
C -0.082 1.211 -1.153 -0.38 0.92 0.02
C -0.161 0.309 -2.391 0.11 -2.03 1.78
N 0.205 -1.096 -1.951 -0.35 0.30 -0.96
N -0.519 0.865 1.328 0.85 -0.78 1.05
C 0.044 -0.519 1.794 0.01 2.13 -0.19
O 1.100 -0.887 1.061 -0.35 -1.37 -0.88
H -2.745 2.083 -0.912 0.20 -0.06 0.22
H -2.308 2.550 0.783 -0.01 -0.64 -0.51
H -3.202 1.019 0.408 0.01 0.35 0.26
H -1.419 -0.192 -0.221 -0.05 0.57 0.27
H -0.263 2.259 -1.392 -0.05 0.31 -0.38
H 0.962 1.185 -0.806 -0.43 -0.29 0.28
H 0.525 0.553 -3.192 -0.05 0.46 -0.19
H -1.185 0.201 -2.754 0.00 0.47 -0.26
H 1.203 -1.263 -1.956 0.09 0.33 -0.06
H -0.031 -1.197 -0.976 0.11 0.02 0.33
H 0.378 1.339 1.318 -0.19 0.69 -0.38
H -0.946 -1.042 1.744 0.79 -0.87 0.36
H 0.473 -0.322 2.813 -1.37 -0.17 0.07
H 1.208 -2.757 0.806 0.21 0.18 0.06
H 0.285 -3.429 -0.125 0.26 -0.37 0.00
O 1.057 -3.651 0.418 -0.48 0.40 -0.12
H 2.862 0.803 1.755 0.73 -0.01 0.16
H 2.665 -0.602 1.646 0.39 0.04 0.03
O 3.425 0.018 1.889 -1.07 0.15 -0.19
```
Forces are in eV/Å.

Its energy above the lowest of the compared OMol25 structures with the same formula, charge and spin is 9.4 kcal per mole. Its charge is -1. For the electronic energy, the calculation gives -14583.784 eV. For the frontier orbital gap, the calculation gives 8.0 eV. As for the HOMO energy: -0.1603 Eh.

=====

Molecular formula: C5H17N2O3
Method: DFT, wB97M-V/def2-TZVPD

```
27
Properties=species:S:1:pos:R:3:forces:R:3
C -2.706 1.340 0.319 -1.15 -1.08 0.02
C -1.434 0.653 -0.187 1.01 0.23 0.74
C -1.060 1.144 -1.587 0.66 -1.71 0.10
C 0.022 0.234 -2.289 -0.21 0.95 -0.19
N 0.895 -0.650 -1.578 -0.57 -0.68 0.27
N -0.336 0.906 0.791 -1.39 -0.04 -0.34
C 0.160 -0.248 1.602 -0.42 0.40 -0.79
O 1.240 -0.889 1.103 0.11 0.43 0.51
H -3.579 0.674 0.190 0.12 0.11 -0.29
H -2.939 2.236 -0.273 0.21 0.10 0.50
H -2.699 1.496 1.410 0.38 0.38 -0.56
H -1.483 -0.438 -0.210 -0.78 -0.09 -0.10
H -1.881 1.119 -2.318 -0.20 0.45 0.57
H -0.666 2.133 -1.464 0.04 0.88 -0.12
H 0.633 0.940 -2.851 0.18 -0.13 -0.36
H -0.511 -0.369 -3.006 -0.29 -0.26 -0.48
H 1.530 -0.167 -0.978 0.49 0.39 0.33
H 0.377 -1.187 -0.873 0.36 0.08 -0.43
H 0.400 1.389 0.342 1.09 0.34 -0.29
H -0.703 -0.933 1.604 -0.37 -0.01 0.53
H 0.266 0.225 2.590 0.37 -0.46 0.37
H 1.493 -2.424 1.503 0.01 0.50 -0.38
H 1.199 -3.868 0.949 0.40 0.53 0.38
O 1.787 -3.371 1.544 -0.25 -1.20 -0.07
H 2.570 0.065 1.296 -0.18 -0.12 0.35
H 3.910 -0.385 0.964 0.42 0.04 0.08
O 3.517 0.373 1.406 -0.05 -0.04 -0.37
```
Forces are in eV/Å.

Its energy above the lowest of the compared OMol25 structures with the same formula, charge and spin is 5.7 kcal per mole. Its charge is -1. For the electronic energy, the calculation gives -14583.945 eV. For the frontier orbital gap, the calculation gives 7.9 eV. As for the HOMO energy: -0.1593 Eh.

=====

Molecular formula: C5H17N2Si
Method: DFT, wB97M-V/def2-TZVPD

```
25
Properties=species:S:1:pos:R:3:forces:R:3
C -2.342 -0.493 -0.711 -2.08 0.92 0.32
C -1.465 -1.693 -0.686 1.87 -2.11 -0.62
Si -0.617 -1.888 0.956 -0.99 -0.27 0.47
N 0.346 -0.481 0.989 0.52 1.61 -1.63
C 0.916 0.232 -0.096 0.48 -1.00 -1.92
N 2.212 -0.611 -0.331 -1.36 -0.74 1.52
C 1.385 1.706 0.066 -1.63 -0.82 -0.81
C 0.193 2.568 0.520 -1.33 -0.67 -0.50
H -1.882 0.355 -1.224 -0.18 -0.22 -0.41
H -3.360 -0.732 -1.147 1.21 0.60 0.40
H -2.503 -0.058 0.307 -0.18 -0.52 -0.53
H -0.645 -1.641 -1.495 -1.04 -0.16 1.10
H -1.881 -2.710 -0.855 -0.51 0.83 -0.28
H 0.339 -3.013 0.870 -0.16 -0.33 0.23
H -1.457 -1.755 2.281 0.76 -0.43 -1.39
H 0.343 0.075 1.769 -0.09 1.39 2.46
H 0.423 0.125 -1.130 0.13 0.04 1.74
H 2.640 -0.248 -1.115 1.95 0.61 -2.16
H 2.011 -1.611 -0.407 -0.25 0.16 -0.46
H 2.746 -0.557 0.522 0.66 0.42 0.23
H 1.834 2.110 -0.847 -0.40 -0.38 -0.32
H 2.220 1.698 0.714 0.63 0.27 1.50
H -0.575 2.894 -0.316 1.67 -1.02 1.57
H 0.602 3.460 0.931 0.03 0.85 0.43
H -0.341 1.998 1.341 0.30 0.98 -0.96
```
Forces are in eV/Å.

Its SMILES is CC[SiH2]N[C@H]([NH3+])CC. Its energy above the lowest of the compared OMol25 structures with the same formula, charge and spin is 23.6 kcal per mole. Its charge is +1. For the electronic energy, the calculation gives -16311.682 eV. For the frontier orbital gap, the calculation gives 10.3 eV. As for the HOMO energy: -0.4957 Eh.

=====

Molecular formula: C5H17NO2
Method: DFT, wB97M-V/def2-TZVPD

```
25
Properties=species:S:1:pos:R:3:forces:R:3
C 1.523 2.021 -0.635 0.42 -1.45 2.39
C 0.182 1.492 -0.097 0.19 -0.36 0.98
C -0.177 0.090 -0.612 -1.15 0.38 -2.34
C -1.552 -0.526 -0.182 2.55 2.24 0.58
N -2.622 0.442 -0.266 0.54 -2.91 0.85
C -3.715 -0.141 0.434 -1.71 0.06 -0.06
H 2.176 1.256 -0.142 0.33 0.54 -0.44
H 1.853 2.981 -0.219 -0.41 -0.11 -0.28
H 1.825 1.863 -1.642 -0.56 0.24 -1.19
H 0.275 1.363 0.997 0.12 0.51 -0.26
H -0.636 2.191 -0.264 -0.43 -0.02 -0.22
H -0.318 0.264 -1.703 0.22 -0.35 0.26
H 0.609 -0.664 -0.551 0.02 0.33 0.36
H -1.659 -1.366 -0.892 -0.65 0.03 0.05
H -1.416 -0.996 0.841 -0.73 0.27 -0.69
H 1.293 -2.773 -0.195 0.08 -0.18 -0.05
H -3.831 -1.237 0.211 0.31 0.71 0.14
H -3.589 -0.128 1.544 0.31 0.20 -0.49
H -4.686 0.354 0.228 0.70 -0.02 0.05
H 1.173 -3.490 -0.377 -0.06 0.16 0.06
H 3.713 -0.618 -0.625 1.44 0.00 -0.29
O 2.777 -0.690 -0.584 -0.91 0.18 -0.49
H 2.625 -0.996 2.150 -2.82 1.64 -1.34
H 2.328 -0.227 0.913 1.25 0.24 -3.08
O 1.850 -0.466 1.668 0.93 -2.31 5.50
```
Forces are in eV/Å.

Its energy above the lowest of the compared OMol25 structures with the same formula, charge and spin is 218.5 kcal per mole. Its charge is 0. For the electronic energy, the calculation gives -11036.779 eV. For the frontier orbital gap, the calculation gives 2.8 eV. As for the HOMO energy: -0.2764 Eh.

=====

Molecular formula: C5H17NO2
Method: DFT, wB97M-V/def2-TZVPD

```
25
Properties=species:S:1:pos:R:3:forces:R:3
C -1.240 0.380 0.335 0.87 0.44 1.60
C -0.267 -0.772 0.596 1.06 -0.32 0.15
C 0.745 -0.576 1.760 0.03 -1.43 -0.74
C 0.062 -0.710 3.107 -1.19 -0.97 0.06
N 1.831 -1.612 1.603 -1.04 1.95 -0.30
C 2.889 -1.331 2.555 0.71 -1.56 0.71
H -0.940 0.914 -0.571 -0.59 -0.10 0.07
H -1.084 1.078 1.201 -0.57 -0.20 -0.82
H -2.266 0.006 0.370 0.08 0.47 -0.42
H -0.834 -1.682 0.845 0.33 -0.08 -0.62
H 0.431 -0.863 -0.264 -0.82 -0.63 0.28
H 1.182 0.381 1.546 0.50 0.66 0.41
H 0.603 -0.602 4.055 0.15 0.54 -0.54
H -0.860 -0.130 3.077 0.11 0.43 0.49
H -0.337 -1.750 3.164 0.31 0.36 -0.15
H 1.365 -2.490 1.790 0.33 -0.25 0.11
H 2.934 -0.306 2.906 -0.02 0.33 -0.53
H 3.869 -1.661 2.163 -0.37 0.41 0.11
H 2.737 -1.900 3.481 0.12 -0.06 0.11
O -2.388 3.797 -5.004 0.40 -0.25 -0.43
H -3.256 3.767 -5.411 -0.10 0.11 0.25
H -2.481 4.088 -4.098 -0.29 0.09 0.17
O -0.830 0.293 -6.471 0.26 -0.38 -0.35
H -0.472 1.046 -6.950 -0.13 0.07 0.18
H -1.395 0.638 -5.784 -0.14 0.35 0.19
```
Forces are in eV/Å.

Its SMILES is CC[C@@H](C)NC.O.O. Its energy above the lowest of the compared OMol25 structures with the same formula, charge and spin is 30.4 kcal per mole. Its charge is 0. For the electronic energy, the calculation gives -11044.938 eV. For the frontier orbital gap, the calculation gives 9.3 eV. As for the HOMO energy: -0.3215 Eh.

=====

Molecular formula: C5H17OSi2
Method: DFT, wB97M-V/def2-TZVPD

```
25
Properties=species:S:1:pos:R:3:forces:R:3
C 2.224 0.354 0.005 -0.39 4.60 1.17
C 0.396 0.701 -2.644 3.10 -0.42 0.77
C -0.403 2.764 -0.313 3.38 -0.20 0.81
C -0.145 -0.299 2.786 -1.34 -1.90 -1.82
C -2.742 -3.475 -0.220 1.28 -1.08 1.32
O 0.834 0.121 0.215 -0.87 -0.54 -2.00
Si -0.287 1.004 -0.920 -0.96 -0.51 0.76
Si 0.405 -1.263 1.229 0.00 -0.51 1.53
H 2.435 0.715 0.993 1.35 0.49 0.33
H 2.801 -0.449 -0.183 1.42 -3.02 -1.02
H 2.417 1.198 -0.721 -0.43 -1.09 0.64
H -0.222 0.826 -3.442 -2.91 0.14 -1.85
H 1.182 1.365 -3.089 -0.20 0.18 1.40
H 0.887 -0.270 -2.877 -0.60 0.12 0.81
H 0.623 3.356 -0.573 -2.70 -1.13 0.90
H -1.248 3.249 -0.658 -1.52 1.18 -1.95
H -0.747 2.830 0.745 1.26 -0.41 -0.16
H -1.133 0.139 2.631 0.31 0.27 0.13
H -0.184 -0.951 3.616 -0.47 -1.15 0.85
H 0.608 0.336 3.082 1.61 2.13 0.22
H -2.690 -3.736 -1.199 -0.03 -1.00 -2.76
H -2.079 -4.015 0.431 -0.20 0.08 0.49
H -3.109 -2.534 -0.062 -0.95 2.08 1.01
H -1.496 0.211 -0.341 0.81 0.56 -1.02
H 1.671 -2.175 1.512 -0.94 1.12 -0.55
```
Forces are in eV/Å.

Its energy above the lowest of the compared OMol25 structures with the same formula, charge and spin is 101.7 kcal per mole. Its charge is +1. For the electronic energy, the calculation gives -23252.844 eV. For the frontier orbital gap (spin up / spin down), the calculation gives 6.6 / 9.5 eV. As for the HOMO energy (spin up / spin down): -0.4297 / -0.4550 Eh.

=====

> electronic energy of number 4 (C5H17NO2)?

-11036.779 eV

=====

> Look up the charge of the first one.

-1